[1]
A molecular structure, C3H10N2O3 at a distorted geometry. Source: OMol25; level of theory: ωB97M-V with the def2-TZVPD basis set.

Calculated values
Multiplicity: 1
Maximum force: 4.997 eV/Å
E_HOMO: -9.5 eV

Each line ends with the Löwdin charge.
Atoms and positions in Å:
C 1.0332 0.3315 -0.2279  -0.221
N 1.0494 1.2660 0.8710  0.060
C 0.0223 2.0919 0.9318  -0.254
O -0.9598 2.1267 -0.0651  -0.004
O 0.3060 -0.9410 -2.8771  -0.216
C 0.1398 -0.8646 0.1770  -0.193
N -0.9482 -0.9291 -0.7578  0.194
H 0.5094 0.8003 -1.0763  0.103
H 2.0256 0.0533 -0.5745  0.121
H -0.1061 2.7404 1.7802  0.131
H -0.8136 1.1784 0.4734  0.122
H -0.1579 -0.9484 1.2680  0.082
H 0.7547 -1.8100 0.1958  0.201
H -0.6662 -0.9981 -1.7708  0.023
H -1.5592 -1.6703 -0.4427  0.124
H -0.2686 -2.6962 3.1190  -0.025
H 0.2435 -0.5680 -3.7642  -0.013
O -0.3136 -2.1427 2.3295  -0.233



[2]
11 unconnected molecules or ions with the total composition C5H32NO13 at a distorted geometry. Source: OMol25; level of theory: ωB97M-V with the def2-TZVPD basis set.

Calculated values
Multiplicity: 1
Maximum force: 1.343 eV/Å
E_HOMO: -12.8 eV
Net charge: +1

Each line ends with the Löwdin charge.
Atoms and positions in Å:
O -0.4990 0.0198 -0.4463  -0.151
C -0.2884 -0.3324 -1.7158  -0.677
O -0.3644 0.8631 -2.5298  0.000
C 1.0224 -1.1118 -1.9788  -0.073
C 2.3106 -0.3506 -1.6188  -0.136
C 2.8051 -0.6300 -0.2020  -0.142
C 2.1185 0.0225 2.0129  0.129
N 1.8484 -0.1555 0.7888  0.036
H -0.7803 0.6714 -3.3784  0.128
H 1.0443 -1.3637 -3.0382  0.126
H 0.9506 -2.0446 -1.4094  0.124
H 3.0826 -0.6681 -2.3265  0.125
H 2.1861 0.7118 -1.7805  0.107
H 3.7642 -0.1258 -0.0279  0.138
H 2.9565 -1.6964 -0.0176  0.129
H 1.3186 0.3288 2.6693  0.100
H 3.1162 -0.1280 2.4073  0.125
H 0.8469 -0.0218 0.4207  0.119
H -1.2466 -3.3844 0.6260  0.052
H -1.4899 -3.5797 2.1934  0.105
O -1.0625 -3.0351 1.5155  -0.035
H 2.2242 4.2442 0.8968  0.076
H 1.5750 3.3176 -0.2213  0.017
O 1.9008 3.3421 0.7166  -0.084
H -2.5528 -3.8972 -1.5703  0.100
H -1.0816 -4.2477 -1.9372  0.075
O -1.6236 -3.6866 -1.4005  -0.007
H -2.0652 -0.0227 2.1462  0.061
H -1.9172 -1.4817 1.4843  0.046
O -2.5397 -0.7210 1.5946  0.005
H -2.7777 1.0234 -0.6449  0.065
H -2.8658 -0.2741 0.4032  0.076
O -3.2260 0.1254 -0.6271  0.076
H -1.0992 1.4557 -0.3901  0.036
H -1.4703 2.7853 -1.1589  0.063
O -1.7316 2.2698 -0.3917  -0.079
H -2.5792 -0.3409 -1.2720  0.089
H -1.4293 -2.0202 -1.8936  0.052
O -1.4227 -1.0938 -2.2104  -0.013
H 0.6049 -2.6302 1.9341  0.004
H 1.6948 -3.0865 2.9341  0.062
O 1.5517 -2.5298 2.1590  -0.063
H 0.5448 2.3734 -2.1596  0.025
H 1.0315 3.7957 -2.6542  0.081
O 0.8526 3.2659 -1.8596  -0.062
H 0.2843 3.3335 1.4863  0.016
H -1.1862 3.1795 1.0066  0.015
O -0.6494 3.3224 1.8102  -0.078
H -1.6122 1.2877 3.9119  0.066
H -0.9377 1.8893 2.6247  0.025
O -1.1373 1.0319 3.1187  -0.075



[3]
A molecular structure, C54H53Cl2N2O3Sb2TeY at a distorted geometry. Source: OMol25; level of theory: ωB97M-V with the def2-TZVPD basis set.

Calculated values
Multiplicity: 1
Maximum force: 5.267 eV/Å
E_HOMO (spin up / spin down): -0.5 / -0.5 eV
Net charge: -2

Each line ends with the Löwdin charge.
Atoms and positions in Å:
Y 15.5809 12.5016 11.8901  1.371
C 16.1029 18.3027 12.5634  -0.401
Sb 17.6009 17.0810 13.4512  1.134
C 18.2269 17.3580 15.5162  -0.391
C 19.4020 18.5284 12.2266  -0.275
C 20.5645 17.7510 11.9575  -0.311
C 21.4959 17.3983 12.9769  -0.061
C 22.6430 16.7079 12.6554  -0.117
C 22.8356 16.1941 11.3701  -0.131
C 21.8699 16.3850 10.3850  -0.092
C 20.7247 17.1649 10.6228  -0.259
C 19.5927 17.1411 9.6390  -0.308
Sb 18.8187 15.1681 8.7450  1.411
C 19.8560 15.4684 6.7421  -0.327
C 16.9159 15.3813 7.6151  -0.346
H 16.4961 19.2482 12.1536  -0.011
H 15.3247 18.4609 13.3081  -0.021
H 15.7624 17.6813 11.7267  -0.013
H 17.9753 18.4050 15.7578  -0.032
H 19.2909 17.4403 15.7821  -0.010
H 17.5882 16.7652 16.2016  -0.027
H 19.5254 19.3175 12.9913  0.036
H 18.8292 18.8095 11.3329  0.011
H 21.2745 17.6699 13.9691  0.079
H 23.4173 16.5066 13.4035  0.097
H 23.7178 15.5635 11.1523  0.094
H 22.0263 15.9261 9.3953  0.094
H 19.8009 17.7032 8.7128  0.047
H 18.6479 17.4590 10.0703  0.006
H 19.3728 16.4031 6.6941  -0.075
H 19.3024 14.6061 6.2236  0.004
H 20.9503 15.3256 6.9216  -0.005
H 17.1476 15.9702 6.7177  -0.015
H 16.1618 15.9297 8.1859  -0.016
H 16.5616 14.3758 7.3633  -0.017
C 14.9178 6.0085 14.4519  -0.068
C 15.1102 7.4776 14.2302  -0.259
C 14.5896 8.5704 14.9595  0.019
C 14.5926 9.8913 14.5043  -0.084
C 13.6309 10.9017 15.0261  -0.252
O 12.9983 11.6850 14.2911  0.053
C 13.5067 11.0311 16.5240  -0.104
C 12.4455 11.8686 16.9487  -0.006
C 11.9631 11.8900 18.2750  -0.091
C 12.4160 10.9572 19.1692  -0.110
C 13.4759 10.1280 18.7751  -0.090
C 14.1016 10.2342 17.5392  -0.033
C 15.6964 10.1867 13.6911  -0.302
O 16.1537 11.4165 13.6742  -0.186
C 16.3292 9.2002 12.8587  -0.076
C 15.7967 7.8825 13.0659  -0.017
C 17.0265 9.5293 11.5908  -0.156
N 16.9558 10.8238 11.0855  -0.067
C 18.3327 11.6060 11.3292  -0.493
C 18.0202 13.2256 11.7493  -0.284
Te 21.3625 12.2032 13.4399  0.502
C 20.4445 11.1567 14.9805  -0.779
C 20.6735 9.8103 14.9194  -0.247
C 19.8147 8.9445 15.5712  -0.125
C 18.9605 9.5648 16.4841  -0.163
C 18.8143 10.9335 16.6520  -0.119
C 19.6115 11.7923 15.8927  -0.153
C 17.9987 8.4418 11.2320  -0.118
C 18.5269 7.4929 12.2019  -0.019
C 19.6721 6.7273 11.9487  -0.077
C 20.2111 6.6204 10.6551  -0.081
C 19.6218 7.4128 9.6750  -0.087
C 18.5257 8.2383 9.9389  -0.026
H 14.7611 5.7485 15.5093  0.078
H 15.7766 5.4927 14.0351  0.064
H 14.0748 5.6317 13.8383  0.080
H 14.0849 8.4088 15.9089  0.106
H 12.0680 12.5419 16.1619  0.120
H 11.1973 12.6645 18.5265  0.112
H 11.9512 10.8105 20.1358  0.095
H 13.8404 9.3766 19.4710  0.097
H 15.0059 9.6651 17.3351  0.111
H 15.9295 7.1349 12.2617  0.128
H 18.4807 12.6631 9.7065  0.102
H 18.5488 11.2840 12.4389  0.118
H 18.6461 13.3140 12.7650  -0.012
H 18.7263 14.0493 11.2049  -0.039
H 21.5191 9.5823 14.2920  0.033
H 19.8557 7.8805 15.3594  0.080
H 18.3664 8.8722 17.1150  0.081
H 18.1363 11.2866 17.4121  0.084
H 19.5898 12.8627 15.9837  0.082
H 18.1606 7.4415 13.2249  0.096
H 20.1196 6.1599 12.7730  0.102
H 20.9858 5.9127 10.4515  0.088
H 20.0077 7.4261 8.6518  0.101
H 18.0917 8.8256 9.1507  0.101
Cl 15.9004 15.2021 14.3923  -0.308
Cl 12.3714 14.4063 6.7602  0.625
C 13.3877 13.1285 7.4125  -0.591
C 12.9815 11.7826 7.2101  -0.108
C 13.6380 10.7363 7.8500  -0.053
C 14.6481 11.0670 8.7819  -0.120
N 14.7897 12.3208 9.2482  0.007
C 14.2083 13.3522 8.5867  -0.135
H 12.1622 11.6654 6.5250  0.090
H 13.3827 9.7079 7.6026  0.102
H 15.2443 10.2733 9.2269  0.090
H 14.6280 14.3425 8.8247  0.097
O 19.0030 11.6307 10.0931  -0.181
C 13.7282 13.9070 11.8503  -0.175
C 12.6641 14.4692 11.8085  -0.183
C 11.3664 15.0507 11.7894  -0.248
C 11.0540 16.0693 10.8816  -0.067
C 9.7642 16.5475 10.7317  -0.112
C 8.7397 15.9859 11.4974  -0.123
C 9.0375 15.0410 12.4907  -0.121
C 10.3168 14.5666 12.6534  -0.032
H 11.8673 16.5223 10.3091  0.112
H 9.6249 17.3654 9.9992  0.102
H 7.7080 16.2936 11.3394  0.084
H 8.2402 14.6304 13.1217  0.096
H 10.5961 13.7279 13.3264  0.120